Record 1
The following is a DFT calculation (ωB97M-V/def2-TZVPD) of C36H34BiBrClF3N3O2Te as an isolated structure at a distorted geometry.

Output
orbital gap: 4.51 eV
ΔE to the lowest compared entry with this formula, charge and spin: 34.4 kcal/mol
largest force on an atom: 0.0351 Eh/bohr
net charge: -1

CARTESIAN COORDINATES (ANGSTROEM)
1 Bi -1.598039 1.611980 -0.394627
2 Te -3.615256 1.116916 -2.073401
3 Br 0.130190 -0.326989 1.832327
4 Cl 1.496561 8.342975 -0.269552
5 F 5.987151 4.023373 0.348393
6 F 6.032052 3.136239 -1.609586
7 F 6.325250 1.913772 0.128785
8 O -1.015709 -0.663678 -1.059602
9 O -1.608110 3.619023 -1.703544
10 N -2.240420 3.401927 1.160396
11 N 1.433197 2.125251 -0.115665
12 N -3.005259 0.801944 1.288662
13 C 3.596870 1.583660 -0.944405
14 C 4.127788 2.686615 -0.275906
15 C 0.632226 -3.877112 -1.095933
16 C -3.317567 1.608660 2.317221
17 C 1.025599 -4.041531 0.222425
18 C -0.219699 5.383959 -2.303947
19 C 0.941747 -3.110786 -3.908396
20 C 1.569091 -5.338160 0.793735
21 C -0.271072 -1.651246 -0.722194
22 C -3.458334 -0.442594 1.236251
23 C 5.599204 2.946172 -0.347494
24 C -1.535885 4.503281 1.138883
25 C -4.284887 -0.967814 2.218763
26 C -0.826710 -1.420976 -3.648152
27 C 0.558651 6.931602 -0.672552
28 C 0.274862 -1.797550 0.574518
29 C -3.824489 3.235200 4.516201
30 C 2.994388 -5.104555 1.311929
31 C -3.136926 3.744424 3.426511
32 C -0.144723 6.275271 0.302462
33 C -1.391558 -3.812962 -3.317706
34 C 2.237348 1.353582 -0.830326
35 C 0.536024 6.483805 -1.991356
36 C 0.042635 -2.731661 -1.600823
37 C 1.610483 -6.465020 -0.244698
38 C 1.941482 3.175581 0.507433
39 C 0.650055 -5.785850 1.940547
40 C -4.092151 1.121400 3.406786
41 C -0.309193 -2.747339 -3.087995
42 C 3.282396 3.512017 0.460262
43 C 0.881736 -2.936664 1.047653
44 C -4.318153 1.950317 4.515790
45 C -0.950674 4.648618 -1.334338
46 C -0.896706 5.115178 0.025230
47 C -2.860378 2.958124 2.300891
48 C -4.596283 -0.193765 3.315173
49 H -1.759795 -1.127738 -3.179190
50 H -1.670591 -3.839649 -4.369008
51 H -2.274019 -3.575712 -2.729206
52 H -0.362423 -5.928637 1.567565
53 H -0.264386 5.020901 -3.320100
54 H -1.348641 5.029235 2.080388
55 H 0.615937 -5.040599 2.729117
56 H -5.224266 -0.581209 4.104578
57 H 3.657443 4.380172 0.978031
58 H 2.273593 -6.210712 -1.070535
59 H -4.880077 1.564396 5.353780
60 H 3.009511 -4.325661 2.068450
61 H 1.983567 -7.381437 0.214452
62 H -0.105293 -0.623132 -3.493747
63 H 4.232865 0.933052 -1.523056
64 H 0.780758 -4.696014 -1.775880
65 H -1.039268 -4.800080 -3.027356
66 H -3.986416 3.866677 5.378784
67 H 1.341085 -4.085579 -3.643217
68 H -2.827543 4.778302 3.449962
69 H -0.997714 -1.530267 -4.718835
70 H 3.398573 -6.016543 1.747953
71 H 0.613948 -6.665670 -0.636131
72 H 1.767464 0.506404 -1.315350
73 H 1.237649 3.773780 1.071027
74 H -0.125504 6.652045 1.314161
75 H 1.000636 -6.723782 2.367718
76 H 1.110404 6.999891 -2.746411
77 H -4.665607 -1.972283 2.118675
78 H 1.724505 -2.370869 -3.753373
79 H 0.685942 -3.128674 -4.966166
80 H -3.154453 -1.020790 0.375798
81 H 1.224706 -2.960550 2.070792
82 H 3.638612 -4.793882 0.491300

Cartesian forces (eV/Å) of the 6 atoms listed first:
Bi 0.1 -0.6 -1.7
Te -0.9 -0.1 -0.4
Br 0.1 -0.5 -0.1
Cl 0.1 0.2 0.1
F -0.2 0.2 0.2
F -0.2 0.0 -0.2

Löwdin population analysis, charges in e, atoms 1 to 8: number 1, Bi, carries 1.228; number 2, Te, carries -0.010; number 3, Br, carries 0.714; number 4, Cl, carries 0.614; number 5, F, carries 0.135; number 6, F, carries 0.137; number 7, F, carries 0.135; number 8, O, carries -0.398


Record 2
The following is a DFT calculation (ωB97M-V/def2-TZVPD) of a 2-piece molecular cluster, C4H10O overall at a distorted geometry.

Output
orbital gap: 10.43 eV
ΔE to the lowest compared entry with this formula, charge and spin: 25.1 kcal/mol
SMILES: C=CCC.O
largest force on an atom: 0.0268 Eh/bohr
net charge: 0

CARTESIAN COORDINATES (ANGSTROEM)
1 O 4.444959 1.719789 -2.637919
2 C 0.026590 -0.686920 -1.337559
3 C 0.000000 0.000000 0.000000
4 C -0.215500 -3.173379 -1.267709
5 C 0.541260 -2.095099 -1.280020
6 H 1.635819 -2.181099 -1.291760
7 H 5.360028 2.029509 -2.450879
8 H -1.309629 -3.174419 -1.203809
9 H 0.782480 -0.196140 -1.980379
10 H 4.426188 0.791100 -2.313199
11 H 0.295700 -4.142868 -1.268830
12 H -0.961130 -0.557020 -1.820229
13 H 0.982970 -0.174660 0.468900
14 H -0.186810 1.086619 -0.031200
15 H -0.776650 -0.472710 0.624470

Cartesian forces (eV/Å) of the 6 atoms listed first:
O 0.9 -0.6 0.5
C 0.4 0.7 -1.2
C 0.3 -0.1 1.0
C 0.2 -1.1 0.2
C -0.4 0.5 -0.1
H -0.4 -0.1 0.1

natural (NBO) population analysis, charges in e, atoms 1 to 8: number 1, O, carries -0.940; number 2, C, carries -0.445; number 3, C, carries -0.594; number 4, C, carries -0.404; number 5, C, carries -0.168; number 6, H, carries 0.192; number 7, H, carries 0.471; number 8, H, carries 0.197


Record 3
The following is a DFT calculation (ωB97M-V/def2-TZVPD) of C5H7N3 in the gas phase at a distorted geometry.

Output
orbital gap: 8.31 eV
ΔE to the lowest compared entry with this formula, charge and spin: 137.1 kcal/mol
SMILES: CC1=NC=NNC=C1
largest force on an atom: 0.2131 Eh/bohr
net charge: 0

CARTESIAN COORDINATES (ANGSTROEM)
1 N -1.764460 -0.417026 0.560090
2 N 0.750211 1.262797 -0.119334
3 N -1.622822 0.807593 -0.067051
4 C 1.150884 0.028891 -0.197796
5 C 0.338156 -1.299598 -0.375135
6 C -0.921523 -1.381893 0.009863
7 C -0.554514 1.514886 -0.164411
8 C 2.350976 -0.249071 0.327957
9 H 0.544477 -2.166254 -0.999568
10 H 3.039209 0.679469 0.817337
11 H -1.347090 -2.271052 -0.546185
12 H -0.644210 2.604536 -0.309289
13 H 2.233000 -0.893528 1.195351
14 H 3.195048 -0.478150 -0.469060
15 H -2.744816 -0.727848 0.092609

Cartesian forces (eV/Å) of the 6 atoms listed first:
N -3.0 -1.8 -2.4
N 1.9 -2.8 0.6
N 0.0 2.9 0.7
C -5.2 0.5 -0.3
C -0.2 2.4 -0.6
C -0.2 -2.0 -2.2

natural (NBO) population analysis, charges in e, atoms 1 to 8: number 1, N, carries -0.443; number 2, N, carries -0.472; number 3, N, carries -0.298; number 4, C, carries 0.304; number 5, C, carries -0.368; number 6, C, carries 0.022; number 7, C, carries 0.214; number 8, C, carries -0.673


Record 4
The following is a DFT calculation (ωB97M-V/def2-TZVPD) of C2H4N2O2 in the gas phase at a distorted geometry.

Output
orbital gap (alpha / beta): 8.92 / 8.92 eV
ΔE to the lowest compared entry with this formula, charge and spin: 91.0 kcal/mol
SMILES: [H]/N=C/[N+]([O-])=C/O
largest force on an atom: 0.0368 Eh/bohr
net charge: 0

CARTESIAN COORDINATES (ANGSTROEM)
1 O -1.089100 0.306900 -1.288161
2 O -1.915629 0.941180 0.957365
3 N 1.651837 -0.905247 0.304792
4 N -0.223288 0.278653 -0.309342
5 C -0.689851 0.492223 0.898601
6 C 0.917931 -0.497326 -0.630199
7 H 2.549169 -1.277183 0.013463
8 H -2.197134 0.885282 -0.017276
9 H -0.099627 0.308739 1.778797
10 H 1.095693 -0.533220 -1.708040

Cartesian forces (eV/Å) of the 6 atoms listed first:
O -0.9 1.0 -0.7
O 0.1 -0.3 -0.3
N 0.0 0.2 0.2
N -0.8 -1.7 0.4
C 0.4 0.4 -0.5
C 1.5 0.6 0.8

natural (NBO) population analysis, charges in e, atoms 1 to 8: number 1, O, carries -0.652; number 2, O, carries -0.626; number 3, N, carries -0.635; number 4, N, carries -0.075; number 5, C, carries 0.415; number 6, C, carries 0.282; number 7, H, carries 0.362; number 8, H, carries 0.521


Record 5
The following is a DFT calculation (ωB97M-V/def2-TZVPD) of C27H28As2Cl5N2OPd as an isolated structure.

Output
orbital gap: 6.01 eV
ΔE to the lowest compared entry with this formula, charge and spin: 206.3 kcal/mol
largest force on an atom: 0.0140 Eh/bohr
net charge: +1

CARTESIAN COORDINATES (ANGSTROEM)
1 Pd 0.634509 0.952813 -1.156092
2 As 2.499920 2.495358 -0.987832
3 As 1.567544 0.208076 1.355827
4 Cl -0.446221 4.449593 0.156158
5 Cl -5.488116 2.780686 -0.551528
6 Cl -2.465325 -1.909555 -1.878177
7 Cl -3.457671 5.003263 0.139762
8 Cl -1.820955 -1.480543 1.407204
9 O -1.601227 0.750519 -3.076082
10 N -5.215855 -1.718062 0.150398
11 N -4.917731 -2.106698 -0.955230
12 C -2.921698 3.472226 -0.417418
13 C 4.474552 0.124137 1.854957
14 C -1.045731 0.139103 -2.098227
15 C 0.137575 -4.597700 2.951289
16 C -1.001045 2.129322 -1.083524
17 C 6.151893 1.429008 0.724708
18 C 2.666595 4.380139 -0.604844
19 C -3.379409 1.187304 -1.226436
20 C 0.121854 -3.160933 0.568806
21 C 3.463064 0.718405 1.106141
22 C 1.011925 -4.939670 1.927366
23 C 5.805936 0.472342 1.666943
24 C -4.132513 -1.212050 -1.910395
25 C -0.746872 -3.540001 2.795740
26 C 1.708985 -0.986688 2.886060
27 C -4.251075 0.180248 -1.351741
28 C 3.826691 1.669248 0.143920
29 C -5.236811 -3.467093 -1.464557
30 C 0.988729 1.786581 2.357270
31 C -3.805068 2.506199 -0.726880
32 C 3.297373 2.403889 -2.753564
33 C -1.959576 1.135580 -1.568036
34 C -0.728451 -2.823820 1.610180
35 C -4.653312 -1.249498 -3.337954
36 C 0.996771 -4.227767 0.736976
37 C 5.158719 2.023786 -0.038227
38 C -1.464113 3.247053 -0.520921
39 H 7.186724 1.706466 0.577242
40 H 2.393640 4.582794 0.426659
41 H 3.548207 1.370865 -2.986897
42 H 1.663644 -4.504256 -0.069844
43 H -0.005045 1.598132 2.764456
44 H 4.234086 -0.625285 2.596651
45 H 0.136911 -5.158181 3.876471
46 H 2.289763 -0.507290 3.672312
47 H -5.276231 0.390110 -1.079905
48 H 0.096302 -2.603570 -0.356937
49 H -1.432937 -3.264184 3.584843
50 H 2.148138 -1.944194 2.608958
51 H 1.693723 -5.770195 2.051812
52 H -6.011964 -3.394623 -2.226012
53 H 2.576157 2.775114 -3.479141
54 H -4.344655 -3.927106 -1.886468
55 H 5.436279 2.764084 -0.779877
56 H 6.573127 -0.007584 2.260013
57 H 3.711400 4.648457 -0.760466
58 H -5.596778 -4.030995 -0.612874
59 H 1.687144 1.976187 3.170711
60 H 0.696442 -1.161473 3.244222
61 H -5.705139 -0.960510 -3.349126
62 H 4.198959 3.012740 -2.796020
63 H -4.545766 -2.245398 -3.764425
64 H 2.029882 4.941796 -1.281865
65 H 0.929770 2.660191 1.708939
66 H -4.085664 -0.546910 -3.945483

Cartesian forces (eV/Å) of the 6 atoms listed first:
Pd 0.1 -0.1 0.7
As -0.3 0.0 -0.3
As 0.5 0.2 -0.2
Cl 0.1 0.0 0.0
Cl 0.0 0.0 0.0
Cl 0.0 0.0 -0.1

natural (NBO) population analysis, charges in e, atoms 1 to 8: number 1, Pd, carries 0.493; number 2, As, carries 1.083; number 3, As, carries 0.863; number 4, Cl, carries 0.059; number 5, Cl, carries 0.080; number 6, Cl, carries 0.052; number 7, Cl, carries 0.089; number 8, Cl, carries -0.003


Record 6
The following is a DFT calculation (ωB97M-V/def2-TZVPD) of an isolated ion of composition C5H9N2S and charge +1 at a distorted geometry.

Output
orbital gap: 9.93 eV
ΔE to the lowest compared entry with this formula, charge and spin: 54.0 kcal/mol
SMILES: CC1=N[C@H]2[NH2+][C@H]2SC1
largest force on an atom: 0.1129 Eh/bohr
net charge: +1

CARTESIAN COORDINATES (ANGSTROEM)
1 S 1.410935 1.461414 -0.109090
2 N 1.723630 -1.192484 -0.702176
3 N -0.518656 -1.007043 0.023276
4 C 0.793146 -1.273832 0.378157
5 C -1.068624 0.135949 0.039786
6 C -0.319729 1.393103 0.500339
7 C -2.429403 0.478681 -0.410511
8 C 1.889363 -0.213880 0.424882
9 H 1.016680 -2.093933 1.030775
10 H 2.641285 -1.821630 -0.868953
11 H -2.578694 1.581895 -0.295711
12 H -3.228171 -0.196024 0.197873
13 H -2.499811 0.262194 -1.485889
14 H -0.802634 2.275324 0.088174
15 H 1.434710 -0.765855 -1.580738
16 H -0.219820 1.423160 1.571682
17 H 2.755791 -0.447037 1.198125

Cartesian forces (eV/Å) of the 6 atoms listed first:
S 0.3 -0.8 0.6
N 5.2 -1.7 -1.9
N -1.5 -0.9 -0.6
C 0.1 1.4 1.3
C 1.7 1.4 0.7
C 0.9 -0.6 -0.6

natural (NBO) population analysis, charges in e, atoms 1 to 8: number 1, S, carries 0.285; number 2, N, carries -0.551; number 3, N, carries -0.471; number 4, C, carries 0.117; number 5, C, carries 0.403; number 6, C, carries -0.606; number 7, C, carries -0.690; number 8, C, carries -0.254